Record 1
6
Properties=species:S:1:pos:R:3:forces:R:3:lowdin_charge:R:1 method="wB97M-V/def2-TZVPD" e_lumo_ev=-0.4 homo_energy_ev=-10.81 mol_weight_g_mol=78.995 smiles="O=[N+]([O-])P" de_lowest_ev=4.4683 e_tot_ha=-547.6493
N 0.745 0.069 -0.020 1.6308 -2.0440 0.2141 -0.691
O 1.161 -1.122 0.045 0.0384 2.5712 0.0468 -0.085
O 1.344 1.072 0.343 -0.6277 -1.2816 -0.5396 -0.018
P -0.925 0.116 -0.730 -0.2165 0.8561 2.1718 0.894
H -1.177 -1.191 -0.106 -0.2336 1.2948 -0.2959 -0.069
H -1.147 1.056 0.469 -0.5913 -1.3964 -1.5971 -0.031


Record 2
53
Properties=species:S:1:pos:R:3:forces:R:3:lowdin_charge:R:1 method="wB97M-V/def2-TZVPD" e_lumo_ev=2.4 charge=-1 homo_energy_ev=-3.84 mol_weight_g_mol=543.355 de_lowest_ev=0.3538 e_tot_ha=-4432.6172
C 0.968 3.749 0.198 0.0312 0.0095 -0.0244 -0.157
Si 1.030 1.889 0.330 -0.4936 0.0660 0.7814 0.430
C -0.346 1.084 -0.636 0.0096 -0.0717 -0.3418 -0.149
C 2.740 1.248 -0.054 0.1974 -0.1063 -0.1843 -0.163
O 0.716 1.559 1.960 -0.0235 0.9629 -0.8464 -0.157
C 0.513 0.355 2.486 0.0999 -0.6516 2.3435 -0.201
C 0.426 0.169 3.846 0.2590 0.8565 -2.5203 -0.114
C 0.512 -1.155 4.355 -0.2483 -0.9165 1.5536 -0.225
C 0.611 -1.397 5.687 0.0102 -0.1810 -1.1243 -0.018
H 1.188 4.066 -0.831 -0.0533 -0.0144 0.2133 0.033
H -0.028 4.124 0.472 0.2140 -0.0996 -0.0724 0.039
H 1.705 4.213 0.867 -0.1494 -0.0960 -0.1509 0.035
H -0.183 1.224 -1.716 -0.1091 -0.0926 0.2029 0.034
H -0.416 0.004 -0.438 0.0174 0.2601 -0.0652 0.025
H -1.316 1.536 -0.376 0.3067 -0.1070 -0.0139 0.044
H 2.983 1.405 -1.115 -0.0104 -0.0624 0.2126 0.031
H 3.494 1.778 0.546 -0.2317 -0.1177 -0.1307 0.037
H 2.835 0.174 0.162 -0.0466 0.2290 -0.0615 0.033
H 0.464 -0.499 1.798 0.0689 0.1743 0.2434 0.116
H 0.366 1.017 4.537 0.1476 -0.2427 -0.3988 0.116
H 0.501 -1.958 3.600 -0.0154 0.1883 0.5547 0.103
H 0.680 -2.412 6.076 0.0024 0.2912 -0.0179 0.035
H 0.639 -0.555 6.382 -0.0788 -0.3391 -0.1274 0.050
O -4.722 5.662 4.899 0.2350 -0.8370 -0.4594 0.053
C -4.749 4.621 4.390 -0.8825 1.9993 0.9617 -0.211
Co -4.722 3.086 3.566 -0.3780 -1.4262 1.4156 0.054
C -4.243 3.389 1.920 -0.7241 -0.7308 -1.0562 -0.196
O -3.886 3.556 0.829 -0.0500 0.1408 1.0399 0.060
C -3.328 2.174 4.113 2.5039 -1.4611 0.0773 -0.162
O -2.356 1.595 4.375 -1.4524 0.8639 -0.1424 0.078
C -6.465 2.071 3.436 -1.2845 1.5834 -4.3894 -0.274
C -6.127 0.744 3.122 1.0024 0.6792 -2.9761 -0.283
C -5.563 0.127 2.050 -0.8200 0.5124 0.8199 -0.107
C -4.509 -0.841 2.144 0.3017 -0.9472 -0.3245 -0.235
C -3.737 -1.125 0.986 -0.2885 -0.0697 0.5497 -0.057
C -2.781 -2.131 1.002 0.0773 -0.1010 0.4065 -0.121
C -2.552 -2.859 2.185 0.0545 -0.0660 -0.1201 -0.132
C -3.255 -2.544 3.355 -0.0769 0.3176 -0.2937 -0.094
C -4.203 -1.520 3.341 0.1300 -0.2765 -0.1065 -0.036
Co -6.415 1.031 4.870 1.3673 -0.3232 4.2661 0.062
C -6.728 2.360 5.997 -0.5728 1.7697 1.5920 -0.138
O -6.938 3.220 6.738 0.2837 -1.2183 -1.1837 0.126
C -5.256 0.225 6.021 0.9480 -0.8222 1.7949 -0.120
O -4.713 -0.174 6.962 -0.6969 0.5937 -1.7107 0.119
C -7.906 0.114 5.106 -1.4308 -0.3874 0.2881 -0.108
O -8.919 -0.370 5.374 1.3134 0.4298 -0.4485 0.119
H -7.313 2.657 3.057 0.2131 -0.3221 0.2115 0.073
H -5.804 0.503 1.052 0.3333 0.1994 0.2194 0.106
H -3.932 -0.528 0.093 0.0758 -0.2627 0.1222 0.102
H -2.217 -2.356 0.092 -0.1340 0.0263 0.3258 0.090
H -1.828 -3.679 2.193 -0.1892 0.2868 -0.0248 0.085
H -3.081 -3.097 4.283 0.0609 0.1967 -0.3577 0.100
H -4.740 -1.247 4.253 0.1757 -0.2867 -0.5224 0.069